Entry 1:
Entry from the OMol25 dataset: a structure of composition C31H29ClFHgN4O4SSi (the ωB97M-V functional and the def2-TZVPD basis).

Each line ends with the Mulliken charge.
Atoms and positions in Å:
Hg 0.2400 0.1451 0.1062  1.895
Cl -5.5069 -0.8959 4.6120  -0.297
C -3.9988 -0.8512 3.7339  0.291
C -3.1012 -1.9110 3.8520  -0.598
C -1.8999 -1.8434 3.1912  -0.498
C -1.5242 -0.7367 2.3915  0.142
O -0.3149 -0.7168 1.9139  -0.860
C -2.5094 0.2938 2.1965  0.771
C -2.4303 1.3773 1.2532  -0.273
N -1.4866 1.5857 0.3894  0.434
C -1.5319 2.5815 -0.5707  0.220
C -2.3730 3.7122 -0.5097  -0.879
C -2.3335 4.6827 -1.4893  -0.774
C -1.4578 4.5843 -2.5638  -0.911
C -0.5913 3.4825 -2.6744  0.710
C 0.3480 3.3421 -3.7225  -0.891
C 1.1762 2.2237 -3.7654  -0.864
C 1.0546 1.2583 -2.7914  -0.516
N 0.1670 1.3534 -1.7812  0.124
C -0.6335 2.4525 -1.6818  0.352
C -3.7185 0.2096 2.9171  -1.110
H -3.3570 -2.7777 4.4464  0.407
H -1.1849 -2.6534 3.2582  0.421
H -3.3160 2.0176 1.2258  0.049
H -3.0369 3.8419 0.3352  0.350
H -2.9896 5.5426 -1.4093  0.344
H -1.4253 5.3569 -3.3234  0.347
H 0.4224 4.1206 -4.4725  0.350
H 1.9128 2.1015 -4.5494  0.392
H 1.6791 0.3723 -2.7896  0.414
H -4.4478 1.0028 2.8002  0.353
C 2.2033 2.8804 0.3869  -1.046
Si 3.3987 1.4163 0.4203  0.135
C 4.7313 1.7771 -0.9017  -1.196
C 4.2655 1.5225 2.1148  -1.226
N 2.5263 -0.0245 0.1116  0.078
C 3.1144 -1.2533 0.0155  0.536
C 4.4712 -1.5077 0.3367  -0.026
C 5.0486 -2.7618 0.2605  -1.031
C 4.3171 -3.8620 -0.1616  -0.378
C 2.9941 -3.6611 -0.5334  -0.778
C 2.4421 -2.4050 -0.4561  0.208
F 1.1589 -2.2861 -0.9054  -0.207
H 2.6605 3.7533 0.8604  0.490
H 1.2772 2.6585 0.9250  0.191
H 1.9375 3.1550 -0.6368  0.200
H 4.7637 2.8458 -1.1287  0.375
H 4.4997 1.2475 -1.8287  0.297
H 5.7319 1.4737 -0.5819  0.354
H 4.6698 2.5252 2.2779  0.349
H 5.0872 0.8113 2.2163  0.370
H 3.5464 1.3118 2.9107  0.291
H 5.0761 -0.6710 0.6604  0.076
H 6.0904 -2.8804 0.5379  0.367
H 4.7620 -4.8468 -0.2138  0.353
H 2.3783 -4.4770 -0.8908  0.407
N -2.1027 -1.3162 -0.9952  -0.257
C -3.1394 -2.1934 -0.5990  0.504
C -2.9119 -3.5696 -0.5640  -0.557
C -3.9315 -4.4383 -0.2149  -0.934
C -5.1889 -3.9510 0.1147  -0.083
C -5.4086 -2.5864 0.1225  -0.733
C -4.3911 -1.7080 -0.2309  0.069
S -6.5097 -5.1523 0.3618  1.279
O -6.1037 -5.9354 1.5248  -0.707
O -7.7200 -4.3607 0.5639  -0.736
O -6.4995 -5.9126 -0.8877  -0.710
H -2.4543 -0.4416 -1.3586  0.141
H -1.4709 -1.7494 -1.6525  0.198
H -1.9303 -3.9466 -0.8345  0.351
H -3.7791 -5.5102 -0.2043  0.319
H -6.3907 -2.2202 0.3950  0.497
H -4.5654 -0.6364 -0.2411  0.271

Forces on atoms 1 to 6 (eV/Å):
Hg 1.237 -0.184 -0.850
Cl -0.088 -0.004 0.050
C -0.091 0.080 -0.007
C 0.150 0.018 -0.097
C -0.059 -0.043 0.069
C -0.001 0.279 -0.166

Computed properties:
⟨S²⟩: 0.78
LUMO (alpha / beta): 4.180 / 4.042 eV
2S+1: 2
Net charge: -2
Highest occupied orbital energy (alpha / beta): -0.79 / -2.98 eV

Entry 2:
Entry from the OMol25 dataset: a cluster of 3 separate species, C31H29F17NO9 in total (the ωB97M-V functional and the def2-TZVPD basis).

Each line ends with the Mulliken charge.
Atoms and positions in Å:
C 5.5143 0.7071 4.3499  -1.886
C 4.0306 0.4583 4.0443  2.041
C 3.3545 -0.0269 5.3333  -1.776
C 3.3556 1.7494 3.5551  -1.271
C 3.6584 2.1251 2.1101  1.375
C 2.9529 3.4172 1.6669  -1.808
C 1.4474 3.3277 1.3308  -0.588
C 0.5322 3.8945 2.4071  0.847
F 0.4431 5.2581 2.2655  -0.372
F 0.9962 3.6778 3.6720  -0.282
C -0.9449 3.3828 2.3334  0.494
F -1.7769 4.2482 2.9549  -0.323
F -1.3015 3.3278 1.0228  -0.273
C -1.1627 1.9832 2.9916  0.462
F -0.1107 1.1920 2.6840  0.137
F -1.1934 2.1636 4.3330  -0.361
C -2.4979 1.2564 2.5819  0.312
F -3.0389 0.6334 3.6456  -0.278
F -3.3633 2.2256 2.1972  -0.321
C -2.4349 0.2440 1.3863  0.730
F -3.7071 0.1187 0.9564  -0.312
F -1.7000 0.8362 0.4117  -0.287
C -1.8786 -1.2331 1.4990  0.235
F -2.2650 -1.7698 0.3170  -0.266
F -0.5414 -1.2489 1.5483  -0.131
C -2.4283 -2.1964 2.6066  0.869
F -2.4186 -3.4394 2.0794  -0.306
F -3.7067 -1.8700 2.8856  -0.316
C -1.5807 -2.2772 3.9368  0.479
F -2.4154 -2.4230 4.9696  -0.275
F -0.8556 -1.1752 4.1387  -0.152
F -0.7495 -3.3048 3.8852  -0.253
C 3.4070 0.9382 1.1867  -1.207
C 4.2095 -0.3020 1.5912  1.985
C 5.7207 -0.1123 1.4167  -1.864
C 3.7903 -1.4999 0.7259  -1.794
N 3.8564 -0.6174 3.0121  0.435
O 2.7330 -1.2295 3.1224  -0.527
H 5.5732 1.2740 5.2772  0.502
H 6.0540 -0.2290 4.4703  0.357
H 5.9941 1.3155 3.5898  0.312
H 3.7342 0.5307 6.1855  0.424
H 3.5853 -1.0803 5.4934  0.490
H 2.2730 0.0539 5.2749  0.169
H 2.2862 1.6533 3.7125  -0.287
H 3.6934 2.5576 4.2092  0.492
H 4.7297 2.3394 2.0577  0.206
H 3.4599 3.7796 0.7720  0.443
H 3.0963 4.1849 2.4272  0.580
H 1.1375 2.3183 1.0889  0.126
H 1.2428 3.9307 0.4480  0.558
H 3.6728 1.1792 0.1545  0.407
H 2.3572 0.6417 1.2167  -0.127
H 6.0915 0.8297 1.8020  0.223
H 6.2431 -0.9067 1.9510  0.376
H 5.9744 -0.1767 0.3624  0.480
H 4.3363 -1.4733 -0.2148  0.444
H 2.7241 -1.4981 0.5208  0.188
H 4.0558 -2.4274 1.2306  0.474
C -5.0401 -2.2017 -2.8624  -1.003
C -4.8649 -3.0508 -1.8386  0.278
C -4.6348 -4.5290 -2.0489  1.136
O -4.4748 -5.2048 -1.0510  -0.629
C -4.6199 -5.0431 -3.4040  -1.046
C -4.7957 -4.1933 -4.4247  0.310
C -5.0079 -2.7154 -4.2123  1.162
O -5.1361 -2.0328 -5.2156  -0.714
O -4.7944 -4.5590 -5.6975  -0.582
O -4.8670 -2.6832 -0.5709  -0.537
H -5.2022 -1.1425 -2.7193  0.475
H -4.4630 -6.1026 -3.5467  0.437
H -4.9333 -3.7442 -6.2170  0.363
H -4.7038 -3.4940 -0.0492  0.353
C -0.7709 -0.1753 -6.7031  -0.976
C -2.0671 -0.0369 -6.3841  0.207
C -3.0031 0.8317 -7.1927  1.106
O -4.1585 0.8934 -6.8231  -0.611
C -2.4718 1.5395 -8.3432  -1.069
C -1.1780 1.3971 -8.6585  0.326
C -0.2465 0.5218 -7.8577  1.110
O 0.9082 0.4573 -8.2397  -0.634
O -0.5961 1.9994 -9.6857  -0.574
O -2.6333 -0.6379 -5.3520  -0.425
H -0.0939 -0.7936 -6.1310  0.442
H -3.1452 2.1657 -8.9108  0.429
H 0.3367 1.7100 -9.6744  0.374
H -3.5871 -0.4123 -5.3711  0.282

Forces on atoms 1 to 6 (eV/Å):
C -0.232 0.169 -0.072
C 0.291 -0.080 0.323
C 0.136 -0.308 -0.237
C 0.053 0.006 0.141
C 0.096 -0.054 0.051
C -0.142 -0.051 -0.119

Computed properties:
⟨S²⟩: 0.75
LUMO (alpha / beta): -1.561 / -1.561 eV
2S+1: 2
Net charge: 0
Highest occupied orbital energy (alpha / beta): -8.33 / -9.50 eV

no.,F_max (eV/Å)
1,1.51
2,0.92